[1]
Molecular formula: C33H36BCl3F5N6OS4Tc
Method: DFT, ωB97M-V/def2-TZVPD

Cartesian coordinates (Å):
Tc  -0.02  0.76  0.59
C  -0.49  3.69  -3.14
C  0.36  2.78  -4.02
C  1.85  3.04  -3.77
C  0.00  3.05  -5.48
N  0.12  1.35  -3.74
C  0.64  0.39  -4.58
C  0.30  -0.82  -4.09
N  -0.42  -0.63  -2.95
B  -1.03  -1.86  -2.23
N  -2.36  -1.50  -1.54
C  -3.52  -1.48  -2.26
C  -4.54  -1.24  -1.41
N  -4.02  -1.11  -0.15
C  -2.68  -1.26  -0.26
S  -1.54  -1.18  1.02
C  -4.81  -0.94  1.08
C  -4.67  -2.23  1.89
C  -6.28  -0.71  0.72
C  -4.29  0.26  1.88
N  -0.01  -2.55  -1.28
C  -0.06  -3.90  -1.08
C  1.02  -4.26  -0.36
N  1.76  -3.13  -0.11
C  1.10  -2.10  -0.67
S  1.58  -0.44  -0.69
C  2.97  -3.18  0.73
C  2.50  -3.51  2.15
C  3.74  -1.87  0.74
C  3.89  -4.28  0.19
C  -0.51  0.70  -2.74
S  -1.34  1.37  -1.39
H  -0.37  4.72  -3.47
H  -0.17  3.65  -2.10
H  -1.54  3.43  -3.20
H  2.06  4.10  -3.92
H  2.46  2.46  -4.45
H  2.12  2.78  -2.75
H  0.06  4.11  -5.68
H  -1.02  2.73  -5.69
H  0.67  2.54  -6.17
H  1.19  0.63  -5.46
H  0.50  -1.80  -4.47
H  -1.29  -2.65  -3.07
H  -3.53  -1.64  -3.31
H  -5.59  -1.17  -1.61
H  -5.08  -3.07  1.33
H  -5.23  -2.14  2.82
H  -3.63  -2.43  2.12
H  -6.70  -1.56  0.19
H  -6.40  0.20  0.13
H  -6.84  -0.59  1.64
H  -3.38  0.01  2.41
H  -5.04  0.54  2.62
H  -4.11  1.11  1.22
H  -0.86  -4.50  -1.47
H  1.31  -5.23  -0.02
H  1.79  -2.76  2.49
H  3.35  -3.50  2.83
H  2.03  -4.48  2.19
H  3.17  -1.08  1.23
H  4.00  -1.55  -0.27
H  4.66  -2.00  1.30
H  3.46  -5.27  0.31
H  4.83  -4.27  0.74
H  4.11  -4.12  -0.86
F  6.57  4.04  2.12
C  5.38  3.72  1.62
C  4.72  2.57  2.06
F  5.29  1.77  2.96
C  3.47  2.26  1.55
F  2.84  1.16  2.00
C  2.84  3.05  0.59
S  1.26  2.74  -0.06
C  3.53  4.19  0.15
F  2.99  4.96  -0.80
C  4.77  4.53  0.67
F  5.38  5.64  0.26
Cl  -2.35  1.51  7.28
C  -1.49  1.09  5.85
C  -1.77  1.76  4.66
C  -1.07  1.39  3.53
Cl  -1.37  2.13  2.01
C  -0.06  0.40  3.51
O  0.57  0.11  2.43
C  0.19  -0.24  4.76
Cl  1.41  -1.43  4.85
C  -0.53  0.09  5.89
H  -2.50  2.55  4.63
H  -0.33  -0.42  6.82

For the relative energy (zero: lowest compared OMol25 entry of this formula, charge and spin), the calculation gives 29.5 kcal per mole. The HOMO energy (spin up / spin down) comes out at -10.05 / -10.20 eV. The calculation puts the calculated total energy at -5261.14344 a.u. The HOMO-LUMO gap (spin up / spin down) comes out at 4.74 / 5.74 eV. Its spin multiplicity is 2. The charge is +1.

[2]
Molecular formula: C33H36BrN3O3STi
Method: DFT, ωB97M-V/def2-TZVPD

Cartesian coordinates (Å):
Ti  0.77  0.37  -0.30
O  -2.50  2.11  -1.95
C  -2.03  3.37  -2.28
C  -2.78  4.15  -3.15
C  -2.34  5.43  -3.45
C  -1.17  5.93  -2.91
C  -0.43  5.15  -2.04
C  -0.86  3.87  -1.71
C  -0.11  3.05  -0.71
O  0.32  1.78  -1.25
N  -0.94  2.78  0.45
N  -0.54  1.57  1.06
C  -1.18  1.25  2.12
C  -0.94  0.04  2.87
Br  0.36  -1.12  2.10
C  -1.57  -0.36  3.98
C  -2.50  0.42  4.79
C  -3.58  -0.24  5.39
C  -4.50  0.46  6.14
C  -4.34  1.83  6.33
C  -3.25  2.49  5.78
C  -2.34  1.79  5.01
H  -1.79  1.46  -2.04
H  -3.68  3.74  -3.57
H  -2.93  6.04  -4.13
H  -0.84  6.93  -3.17
H  0.48  5.54  -1.60
H  0.79  3.58  -0.39
H  -1.91  2.71  0.17
H  -1.97  1.91  2.48
H  -1.38  -1.38  4.32
H  -3.69  -1.31  5.25
H  -5.33  -0.06  6.59
H  -5.06  2.37  6.93
H  -3.11  3.55  5.96
H  -1.46  2.30  4.63
C  3.10  0.51  -2.29
N  2.07  -0.46  -1.83
C  2.74  -1.67  -1.31
C  1.19  -0.82  -2.97
C  -0.06  -1.45  -2.43
C  -0.84  -2.32  -3.17
C  -2.02  -2.82  -2.64
C  -2.41  -2.45  -1.36
C  -1.61  -1.61  -0.60
C  -0.42  -1.10  -1.12
H  3.68  0.07  -3.11
H  3.77  0.74  -1.47
H  2.62  1.41  -2.64
H  3.39  -2.10  -2.08
H  2.00  -2.41  -1.03
H  3.34  -1.41  -0.44
H  1.72  -1.46  -3.68
H  0.94  0.11  -3.49
H  -0.53  -2.61  -4.17
H  -2.63  -3.49  -3.22
H  -3.34  -2.84  -0.94
H  -1.94  -1.36  0.41
C  4.53  -1.95  6.42
C  4.10  -1.07  5.28
C  4.68  -1.21  4.02
C  4.32  -0.38  2.97
C  3.35  0.59  3.20
C  2.74  0.74  4.44
C  3.13  -0.09  5.48
S  2.80  1.65  1.92
C  4.30  2.43  1.38
O  2.47  0.72  0.70
H  5.13  -2.79  6.08
H  3.67  -2.33  6.97
H  5.14  -1.38  7.12
H  5.44  -1.97  3.85
H  4.77  -0.50  2.00
H  1.98  1.50  4.59
H  2.68  0.02  6.45
H  5.03  1.67  1.11
H  4.66  3.04  2.20
H  4.05  3.06  0.52

For the relative energy (zero: lowest compared OMol25 entry of this formula, charge and spin), the calculation gives 0.0 kcal per mole. The HOMO energy comes out at -13.40 eV. The calculation puts the calculated total energy at -5490.28117 a.u. The HOMO-LUMO gap comes out at 6.86 eV. The charge is +2.

[3]
Molecular formula: C33H36Cl4N9O8RbS2
Method: DFT, ωB97M-V/def2-TZVPD

Cartesian coordinates (Å):
Rb  -0.42  0.10  0.23
N  -2.17  -0.64  2.87
C  -1.49  -0.43  4.14
C  -0.06  -0.93  4.06
N  0.69  -0.20  3.04
C  2.12  -0.47  3.04
C  2.45  -1.82  2.41
N  2.21  -1.78  0.97
H  -3.12  -0.28  2.89
H  -2.21  -1.63  2.65
H  -1.97  -0.94  4.99
H  -1.49  0.64  4.35
H  -0.07  -1.99  3.81
H  0.41  -0.83  5.06
H  0.49  0.79  3.13
H  2.55  -0.42  4.06
H  2.61  0.31  2.44
H  1.85  -2.60  2.92
H  3.50  -2.05  2.60
H  1.30  -1.38  0.82
H  2.10  -2.73  0.62
N  -3.88  -8.12  -2.31
C  -3.30  -7.04  -1.60
C  -3.64  -6.81  -0.27
C  -3.05  -5.77  0.43
C  -2.12  -4.96  -0.19
C  -1.76  -5.19  -1.51
C  -2.36  -6.23  -2.22
S  -1.34  -3.61  0.67
O  0.08  -3.85  0.52
O  -1.86  -3.66  2.03
N  -1.67  -2.25  -0.08
C  -2.95  -1.92  -0.38
N  -3.13  -0.67  -0.90
C  -4.36  -0.34  -1.24
C  -5.45  -1.20  -1.12
C  -5.16  -2.45  -0.59
N  -3.95  -2.82  -0.22
H  -4.80  -8.36  -1.97
H  -3.90  -7.98  -3.30
H  -4.37  -7.45  0.21
H  -3.33  -5.56  1.45
H  -1.03  -4.55  -1.99
H  -2.09  -6.40  -3.25
H  -4.49  0.66  -1.64
H  -6.45  -0.91  -1.41
H  -5.95  -3.19  -0.45
Cl  5.89  -0.16  -4.72
C  4.28  -0.17  -4.00
C  4.07  0.46  -2.78
C  2.81  0.45  -2.23
Cl  2.56  1.23  -0.69
C  1.67  -0.17  -2.84
O  0.51  -0.14  -2.34
C  1.99  -0.80  -4.08
Cl  0.68  -1.60  -4.93
C  3.24  -0.80  -4.65
H  4.88  0.95  -2.26
H  3.41  -1.30  -5.60
O  -2.16  5.96  0.54
C  -0.96  6.32  0.35
O  -0.57  7.41  -0.09
C  0.09  5.33  0.80
C  1.44  5.42  0.56
Cl  2.34  6.64  -0.23
N  2.06  4.35  1.13
N  1.16  3.57  1.77
C  -0.01  4.15  1.58
C  -1.21  3.47  2.21
O  -2.38  3.96  1.93
O  -1.05  2.52  2.95
C  3.43  3.98  1.19
C  4.28  4.16  0.11
C  5.59  3.75  0.20
C  6.06  3.12  1.35
C  5.20  2.92  2.42
C  3.89  3.36  2.35
H  -2.31  4.79  1.29
H  3.90  4.59  -0.81
H  6.25  3.88  -0.65
H  7.09  2.78  1.40
H  5.55  2.42  3.31
H  3.19  3.19  3.16
C  -0.48  4.25  -2.69
S  -0.20  2.53  -2.26
C  -1.55  1.84  -3.22
O  -0.63  2.44  -0.83
H  -0.17  4.42  -3.72
H  0.14  4.84  -2.01
H  -1.52  4.52  -2.53
H  -1.29  1.89  -4.28
H  -2.45  2.41  -3.00
H  -1.65  0.80  -2.91

For the relative energy (zero: lowest compared OMol25 entry of this formula, charge and spin), the calculation gives 19.8 kcal per mole. The HOMO energy comes out at -2.60 eV. The calculation puts the calculated total energy at -5035.28182 a.u. The HOMO-LUMO gap comes out at 6.28 eV. The charge is -2.